1.
Here is a molecular structure, C26H56N4O32S7 from OMol25. Energies are from the ωB97M-V functional and the def2-TZVPD basis.

Output
HOMO level = -9.611 eV
F_max = 5.00 eV Å⁻¹
ΔE to the lowest compared entry with this formula, charge and spin = 15.0 kJ/mol
Lowest unoccupied orbital energy = -0.288 eV
Molar mass = 1161.2 g mol⁻¹

Last column: Mulliken charge in e.
Cartesian coordinates (Å):
C  13.158  15.213  14.804  0.134
C  13.297  14.929  16.290  -0.550
O  13.216  13.487  16.458  -0.331
S  14.030  12.832  15.241  0.512
O  13.337  11.640  14.894  -0.591
O  15.456  12.800  15.387  -0.334
O  13.718  13.987  14.170  0.079
H  13.697  16.019  14.460  0.501
H  12.028  15.299  14.577  -0.210
H  12.443  15.361  16.955  0.331
H  14.215  15.312  16.746  0.291
C  11.185  12.071  7.973  0.510
C  11.513  13.622  7.852  0.459
O  12.478  13.635  6.806  -0.387
S  13.210  12.299  6.673  1.030
O  14.155  12.024  7.730  -0.266
O  13.716  12.241  5.360  -0.642
O  11.889  11.430  6.929  -0.431
H  10.121  11.920  7.869  0.396
H  11.532  11.736  8.894  -0.576
H  11.890  14.074  8.752  -0.478
H  10.680  14.236  7.567  0.374
C  14.121  8.245  8.710  0.283
C  14.273  7.126  9.910  0.491
O  15.206  6.297  9.265  -0.436
S  16.307  7.095  8.476  0.894
O  16.696  6.379  7.293  -0.629
O  17.378  7.560  9.347  -0.423
O  15.399  8.274  8.123  -0.178
H  13.986  9.193  9.198  -0.350
H  13.271  8.090  8.006  0.402
H  13.383  6.497  10.120  0.255
H  14.656  7.426  10.854  -0.279
C  17.318  6.416  12.877  0.298
C  16.819  7.052  14.133  -0.386
O  17.640  8.189  14.351  -0.165
S  19.010  8.098  13.630  0.942
O  20.091  8.002  14.544  -0.619
O  19.165  9.171  12.696  -0.249
O  18.740  6.734  12.889  -0.390
H  16.886  6.994  12.009  -0.246
H  17.212  5.301  12.896  0.326
H  16.972  6.358  14.970  0.445
H  15.771  7.275  13.990  0.055
C  18.365  12.876  15.672  0.123
C  18.817  11.671  14.817  0.028
O  20.206  11.690  14.782  -0.325
S  20.760  13.119  14.941  1.103
O  21.126  13.716  13.715  -0.537
O  21.674  13.161  15.955  -0.565
O  19.444  13.835  15.614  -0.381
H  18.154  12.589  16.716  0.304
H  17.566  13.375  15.134  0.097
H  18.519  11.756  13.798  -0.236
H  18.448  10.766  15.284  0.385
C  10.568  13.028  12.560  0.762
C  9.371  13.813  12.005  -0.256
O  8.460  14.072  13.093  -0.367
S  9.372  14.209  14.386  1.184
O  8.825  13.374  15.418  -0.641
O  9.526  15.604  14.687  -0.631
O  10.683  13.599  13.904  -0.034
H  11.449  13.256  11.962  -0.640
H  10.469  11.985  12.635  -0.075
H  8.852  13.237  11.230  0.347
H  9.715  14.706  11.554  0.318
C  10.800  7.803  12.636  -0.570
C  11.742  8.916  13.048  -0.008
O  11.926  9.652  11.750  -0.102
S  10.770  9.321  10.687  1.362
O  11.238  8.682  9.450  -0.629
O  10.016  10.511  10.491  -0.575
O  9.984  8.327  11.586  -0.334
H  10.138  7.458  13.404  0.363
H  11.250  6.909  12.427  0.416
H  12.712  8.478  13.323  -0.171
H  11.371  9.611  13.764  0.378
C  14.360  15.491  9.157  -0.134
C  13.297  16.073  9.991  0.529
O  12.310  15.413  10.373  -0.756
N  13.521  17.343  10.224  -0.050
C  12.862  18.045  11.289  -1.072
H  15.296  16.043  9.252  -0.050
H  14.036  15.473  8.103  0.331
H  14.581  14.454  9.354  -0.207
H  14.446  17.687  10.045  0.346
H  13.481  18.285  12.141  0.297
H  12.074  17.442  11.633  0.392
H  12.438  18.976  10.901  0.319
C  20.099  11.866  11.356  -0.442
C  18.995  12.454  10.478  0.424
O  18.250  13.315  10.913  -0.555
N  18.890  11.972  9.231  0.006
C  17.965  12.509  8.217  -0.700
H  19.815  11.952  12.375  -0.678
H  21.074  12.352  11.171  0.464
H  20.320  10.781  11.200  0.472
H  19.536  11.255  8.902  0.267
H  17.015  12.057  8.086  0.204
H  18.481  12.432  7.236  0.414
H  17.805  13.588  8.449  0.050
C  18.755  16.929  9.805  -1.306
C  17.504  16.944  10.606  0.854
O  16.618  17.838  10.472  -0.731
N  17.345  15.810  11.347  0.184
C  16.225  15.454  12.245  -0.099
H  19.024  15.921  9.537  0.259
H  19.481  17.302  10.517  0.355
H  18.713  17.490  8.897  0.371
H  17.948  15.006  11.147  0.361
H  15.324  15.798  11.694  -0.378
H  16.322  15.827  13.235  0.494
H  16.132  14.372  12.232  -0.175
C  16.358  10.373  10.872  0.708
C  15.265  10.058  11.865  -0.337
O  15.248  8.965  12.463  -0.724
N  14.304  10.984  12.115  1.851
C  14.118  12.135  11.217  0.623
H  16.089  10.153  9.854  0.011
H  17.222  9.777  11.162  -0.065
H  16.719  11.413  10.814  -0.558
H  13.743  10.973  12.982  -0.248
H  13.554  12.950  11.671  -0.181
H  13.531  11.929  10.285  -0.407
H  15.027  12.563  10.744  -0.687

=====

2.
Here is 3 unconnected molecules or ions with the total composition C26H56N9O6P2 from OMol25. Energies are from the ωB97M-V functional and the def2-TZVPD basis.

Output
HOMO level = -9.405 eV
F_max = 7.81 eV Å⁻¹
Lowest unoccupied orbital energy = -4.742 eV
Molar mass = 652.7 g mol⁻¹
Charge = +1

Last column: Mulliken charge in e.
Cartesian coordinates (Å):
C  -0.752  4.420  -0.125  -1.087
C  -1.744  3.176  -0.332  -0.089
C  -1.998  2.374  0.997  -0.212
N  -0.937  1.360  1.278  -0.210
O  -1.492  0.156  1.744  0.072
C  -2.053  0.311  3.003  -0.053
O  -3.247  0.214  3.100  -0.460
C  -1.184  0.632  4.268  1.088
C  -0.003  -0.195  4.639  -0.568
C  0.823  0.128  5.820  -0.657
N  1.973  -0.651  6.188  0.173
C  2.053  -0.898  7.654  -0.795
C  3.248  0.023  5.791  0.494
C  3.517  1.560  5.941  -0.875
O  4.108  -0.688  5.346  -0.472
N  0.483  1.242  6.596  0.081
C  -0.607  2.063  6.298  -0.662
C  -1.491  1.800  5.154  0.214
C  -2.750  2.704  4.826  0.033
C  -2.934  3.818  5.922  -0.299
O  -2.932  5.006  5.719  -0.450
H  -1.344  5.383  -0.105  0.255
H  -0.030  4.523  -0.984  0.306
H  -0.179  4.265  0.829  0.328
H  -1.328  2.546  -1.169  -0.005
H  -2.718  3.616  -0.699  0.364
H  -3.009  1.875  0.920  0.284
H  -1.964  3.124  1.846  -0.091
H  -0.495  1.103  0.385  0.226
H  0.299  -1.085  4.014  0.591
H  1.097  -1.278  8.101  0.317
H  2.308  0.055  8.226  0.373
H  2.887  -1.614  7.902  0.307
H  2.930  2.108  5.141  0.269
H  3.173  1.999  6.919  0.274
H  4.622  1.711  5.799  0.354
H  1.045  1.517  7.407  0.325
H  -0.773  2.943  6.975  0.408
H  -3.644  2.015  4.933  0.394
H  -2.673  3.136  3.792  0.055
H  -3.029  3.462  7.002  0.443
O  1.531  -3.066  2.392  -0.867
P  1.464  -3.146  0.860  0.940
N  -0.116  -3.799  0.847  0.269
C  -0.591  -5.152  0.672  -0.949
C  -1.196  -2.863  1.087  -0.807
N  2.726  -4.316  0.760  0.238
C  2.624  -5.661  0.231  -1.243
C  3.684  -4.349  1.870  -1.004
N  1.449  -3.080  -0.884  0.113
C  0.498  -3.612  -1.837  -0.797
C  2.720  -2.720  -1.521  -1.008
H  -1.202  -5.239  -0.238  0.385
H  -1.213  -5.471  1.515  0.340
H  0.192  -5.896  0.581  0.220
H  -1.332  -2.201  0.221  0.244
H  -0.971  -2.236  1.958  -0.094
H  -2.152  -3.352  1.285  0.407
H  2.216  -6.361  0.970  0.357
H  3.616  -6.035  -0.047  0.420
H  2.038  -5.716  -0.685  0.249
H  3.274  -4.880  2.738  0.278
H  3.960  -3.342  2.180  0.299
H  4.613  -4.846  1.579  0.327
H  0.573  -4.698  -1.935  0.199
H  0.660  -3.190  -2.834  0.293
H  -0.530  -3.341  -1.594  0.249
H  3.316  -3.609  -1.747  0.295
H  3.307  -2.070  -0.871  0.357
H  2.566  -2.169  -2.453  0.283
O  -0.731  2.462  -3.684  -0.746
P  -0.752  2.443  -5.215  0.797
N  -2.356  1.858  -5.304  0.255
C  -2.873  0.531  -5.544  -0.944
C  -3.418  2.823  -5.067  -1.135
N  0.460  1.216  -5.319  0.264
C  0.315  -0.102  -5.901  -1.196
C  1.376  1.097  -4.182  -1.028
N  -0.703  2.572  -6.953  -0.093
C  -1.643  2.118  -7.956  -0.801
C  0.603  2.898  -7.534  -1.015
H  -3.455  0.500  -6.477  0.360
H  -3.535  0.206  -4.735  0.336
H  -2.115  -0.238  -5.636  0.215
H  -3.506  3.519  -5.911  0.312
H  -3.214  3.414  -4.165  0.212
H  -4.393  2.353  -4.923  0.441
H  -0.150  -0.809  -5.202  0.293
H  1.297  -0.512  -6.161  0.409
H  -0.242  -0.096  -6.836  0.273
H  0.913  0.554  -3.348  0.268
H  1.689  2.078  -3.826  0.292
H  2.292  0.567  -4.463  0.364
H  -1.612  1.034  -8.092  0.231
H  -1.429  2.567  -8.930  0.359
H  -2.666  2.425  -7.737  0.243
H  1.168  1.992  -7.773  0.303
H  1.195  3.497  -6.840  0.320
H  0.506  3.489  -8.448  0.375

=====

3.
Here is 3 unconnected molecules or ions with the total composition C26H57BrN6O9P from OMol25. Energies are from the ωB97M-V functional and the def2-TZVPD basis.

Output
HOMO level = -11.444 eV
F_max = 1.09 eV Å⁻¹
Lowest unoccupied orbital energy = -3.077 eV
Molar mass = 708.7 g mol⁻¹
Charge = +1

Last column: Mulliken charge in e.
Cartesian coordinates (Å):
C  1.022  -6.798  2.283  -1.285
C  1.894  -5.655  1.773  -0.253
O  1.175  -4.406  1.865  -0.293
P  1.150  -3.376  0.654  0.632
O  0.249  -2.248  0.935  -0.765
C  2.846  -2.825  0.365  -0.744
C  3.063  -2.354  -1.093  0.488
C  3.680  -0.943  -1.247  -0.918
C  2.809  0.158  -1.935  2.705
C  1.775  -0.404  -2.925  -2.837
N  0.552  -0.904  -2.307  0.732
C  -0.034  -2.027  -3.025  -0.920
C  3.762  0.986  -2.818  -1.887
N  4.437  1.976  -1.909  0.177
C  3.501  2.232  -0.736  -0.463
C  4.355  2.103  0.532  -1.287
O  3.630  2.614  1.617  -0.157
O  3.840  1.808  2.767  -0.408
C  2.286  1.299  -0.983  1.405
Br  1.649  0.473  0.664  -0.066
C  1.166  2.151  -1.620  -1.417
C  0.391  3.068  -0.648  -1.479
C  -1.094  2.727  -0.421  -1.065
C  -1.474  1.259  -0.216  1.369
C  -2.923  0.941  -0.629  -0.762
C  -3.055  -0.493  -1.139  0.260
C  -4.503  -0.920  -1.416  -1.070
C  -5.233  -1.525  -0.230  -0.596
O  -5.844  -0.501  0.587  -0.364
C  -5.664  -0.677  1.934  0.755
C  -4.805  0.378  2.573  -0.783
O  -6.150  -1.592  2.521  -0.524
O  0.815  -4.181  -0.677  -0.323
C  -0.273  -5.135  -0.764  -0.384
C  -1.551  -4.699  -0.073  -0.722
H  1.550  -7.407  3.015  0.353
H  0.686  -7.452  1.478  0.328
H  0.137  -6.393  2.774  0.286
H  2.804  -5.559  2.365  0.462
H  2.195  -5.835  0.737  0.291
H  2.936  -1.974  1.045  0.277
H  3.579  -3.571  0.672  0.493
H  2.122  -2.422  -1.628  -0.655
H  3.720  -3.071  -1.586  0.508
H  4.592  -1.066  -1.838  0.428
H  4.004  -0.595  -0.266  0.039
H  2.286  -1.190  -3.506  0.416
H  1.489  0.379  -3.635  0.568
H  0.690  -1.135  -1.329  -0.546
H  -0.181  -1.751  -4.071  0.405
H  -1.015  -2.253  -2.606  0.156
H  0.577  -2.940  -2.989  0.282
H  3.212  1.577  -3.551  0.482
H  4.493  0.425  -3.399  0.479
H  5.328  1.596  -1.585  0.493
H  4.631  2.846  -2.401  0.407
H  3.214  3.284  -0.772  0.410
H  5.261  2.714  0.391  0.410
H  4.687  1.074  0.690  0.525
H  3.342  0.998  2.548  0.344
H  1.663  2.807  -2.346  0.793
H  0.478  1.521  -2.180  0.557
H  0.389  4.071  -1.085  0.354
H  0.921  3.170  0.304  0.373
H  -1.667  3.178  -1.228  0.476
H  -1.380  3.273  0.486  0.327
H  -1.361  0.974  0.834  0.259
H  -0.827  0.592  -0.790  -0.814
H  -3.600  1.081  0.215  -0.263
H  -3.224  1.612  -1.440  0.611
H  -2.625  -1.200  -0.417  -0.073
H  -2.470  -0.595  -2.058  0.225
H  -5.083  -0.080  -1.807  0.356
H  -4.504  -1.688  -2.196  0.436
H  -6.029  -2.186  -0.579  0.404
H  -4.563  -2.131  0.388  0.364
H  -5.012  0.428  3.639  0.385
H  -3.758  0.113  2.404  0.042
H  -4.979  1.342  2.094  0.324
H  -0.454  -5.246  -1.833  0.465
H  0.090  -6.100  -0.405  0.214
H  -1.529  -4.869  1.003  0.325
H  -2.377  -5.281  -0.484  0.479
H  -1.740  -3.641  -0.256  -0.084
C  -2.664  6.191  -1.083  0.664
O  -2.143  5.341  -1.790  -0.633
N  -2.716  7.505  -1.445  -0.433
N  -3.235  5.888  0.119  -0.328
H  -3.143  8.217  -0.883  0.153
H  -2.313  7.756  -2.328  0.223
H  -3.224  4.927  0.406  0.201
H  -3.671  6.569  0.711  0.177
C  0.689  3.354  5.020  0.563
O  1.438  4.271  5.292  -0.649
N  0.928  2.502  3.972  -0.217
N  -0.452  3.099  5.732  -0.372
H  0.323  1.742  3.727  0.165
H  1.768  2.656  3.444  0.175
H  -0.650  3.703  6.507  0.226
H  -1.076  2.343  5.527  0.156

=====

Q: Which of these has the highest HOMO level?
A: C26H56N9O6P2

=====

Q: What is the F_max in the third record?
A: 1.09 eV Å⁻¹